# 1
DFT (the ωB97M-V functional and the def2-TZVPD basis) results for C5H7N3 as an isolated structure.

CARTESIAN COORDINATES (ANGSTROEM)
1 C 0.030 -0.059 1.732
2 N -0.260 0.027 0.292
3 C 0.428 -0.543 -0.652
4 C -2.507 -0.545 -0.781
5 N -1.729 -1.046 0.076
6 N 0.544 -1.097 -1.739
7 C 1.783 0.823 -0.268
8 C 2.516 1.790 -0.210
9 H 1.427 -1.016 -2.233
10 H 0.834 -0.755 1.969
11 H 0.303 0.937 2.075
12 H -0.879 -0.393 2.235
13 H -2.229 0.282 -1.450
14 H -3.525 -0.952 -0.874
15 H 3.264 2.548 -0.171

Frontier orbital gap in hartree: 0.345
HOMO in eV: -9.03

***

# 2
DFT (the ωB97M-V functional and the def2-TZVPD basis) results for the molecule C5H7N3.

CARTESIAN COORDINATES (ANGSTROEM)
1 C 0.609 -1.221 0.744
2 C 0.987 -0.542 -0.564
3 C 1.246 0.910 -0.643
4 C -1.086 0.913 -0.298
5 C -2.387 0.078 -0.545
6 H 1.509 -1.527 1.493
7 H 0.299 -0.790 1.574
8 H -0.139 -1.960 0.652
9 H 1.421 -1.211 -1.362
10 H 1.343 1.330 0.243
11 H 1.991 1.064 -1.499
12 H -1.823 1.786 1.176
13 N -0.014 0.384 -1.094
14 N -1.101 1.907 0.641
15 N -2.855 -1.122 -0.519

SMILES string: [H]/N=C(\C#N)N1C[C@H]1C
Frontier orbital gap in hartree: 0.347
HOMO in eV: -9.95

***

# 3
DFT (the ωB97M-V functional and the def2-TZVPD basis) results for the molecule C5H7N3.

CARTESIAN COORDINATES (ANGSTROEM)
1 C 0.435 -1.685 1.657
2 C 0.298 -0.640 0.549
3 C 0.147 -1.094 -0.795
4 C -0.206 -0.069 -1.667
5 C -0.109 1.556 0.041
6 H 0.790 -2.532 1.292
7 H -0.572 -1.761 1.993
8 H 1.071 -1.140 2.422
9 H -0.006 -2.061 -1.093
10 H -0.688 -0.233 -2.622
11 H -0.011 2.022 -1.969
12 H -0.925 3.314 -0.025
13 N -0.002 1.224 -1.333
14 N -0.381 2.594 0.560
15 N 0.158 0.505 0.991

SMILES string: [H]/N=c1/nc(C)cc[nH]1
Frontier orbital gap in hartree: 0.333
HOMO in eV: -8.49

***

# 4
DFT (the ωB97M-V functional and the def2-TZVPD basis) results for the molecule C5H7N3.

CARTESIAN COORDINATES (ANGSTROEM)
1 N 3.511 -0.582 1.440
2 C 2.556 0.146 1.386
3 N -0.614 1.212 0.355
4 C 0.416 0.427 0.375
5 N 1.426 0.821 1.292
6 C -1.637 0.602 -0.510
7 C 0.351 -0.749 -0.639
8 C -1.204 -0.802 -0.670
9 H 1.222 1.685 1.831
10 H -1.639 1.093 -1.480
11 H -2.661 0.749 -0.077
12 H 0.767 -1.606 -0.169
13 H 0.631 -0.369 -1.646
14 H -1.555 -1.439 0.184
15 H -1.570 -1.189 -1.672

SMILES string: N#CNC1=NCCC1
Frontier orbital gap in hartree: 0.373
HOMO in eV: -9.38

***

# 5
DFT (the ωB97M-V functional and the def2-TZVPD basis) results for C5H7N3 as an isolated structure.

CARTESIAN COORDINATES (ANGSTROEM)
1 C -1.117 -0.133 -0.149
2 C -1.023 1.196 0.004
3 C 0.093 1.926 -0.004
4 C 1.333 -0.102 -0.020
5 C 0.134 -0.854 -0.110
6 H -2.838 -1.123 0.795
7 H -2.277 -1.841 -0.390
8 H -2.114 2.014 -0.138
9 H 0.134 2.908 -0.274
10 H 2.473 -1.818 0.500
11 H 3.544 0.007 0.062
12 H 0.079 -1.685 0.081
13 N -2.341 -0.809 -0.129
14 N 1.315 1.133 -0.063
15 N 2.605 -0.818 -0.165

Frontier orbital gap in hartree: 0.340
HOMO in eV: -8.67

***

# 6
DFT (the ωB97M-V functional and the def2-TZVPD basis) results for C5H7N3O as an isolated structure.

CARTESIAN COORDINATES (ANGSTROEM)
1 C 1.556 -0.028 0.075
2 C 0.264 0.605 -0.070
3 C -0.683 -0.473 0.120
4 C -2.101 -0.471 -0.076
5 C 1.058 -1.452 0.009
6 H 3.065 1.214 -1.156
7 H 3.450 0.640 1.279
8 H -0.594 2.605 -0.076
9 H 1.272 2.391 0.123
10 H -2.516 -1.357 -0.213
11 H -3.938 0.309 1.595
12 H 1.941 -2.239 0.163
13 N 2.881 0.226 -0.125
14 N 0.191 1.908 0.123
15 N -0.195 -1.776 -0.020
16 O -2.922 0.606 -0.239

Frontier orbital gap in hartree: 0.171
HOMO in eV: -7.84

***

# 7
DFT (the ωB97M-V functional and the def2-TZVPD basis) results for the molecule C5H7N3O.

CARTESIAN COORDINATES (ANGSTROEM)
1 C -1.430 1.185 -0.215
2 C -0.122 1.515 0.172
3 C -1.833 -1.118 0.326
4 C 0.507 -0.910 -0.287
5 C -0.651 -1.715 0.355
6 N -2.116 0.100 -0.121
7 N 0.842 0.645 0.158
8 N 2.085 0.753 0.317
9 O 1.632 -1.617 -0.230
10 H -1.886 2.025 -0.660
11 H 0.118 2.508 0.174
12 H -2.706 -1.852 0.505
13 H 0.179 -0.891 -1.345
14 H -0.476 -2.783 0.708
15 H 2.297 1.579 0.842
16 H 2.348 -1.184 -0.730

Frontier orbital gap (spin up / spin down) in hartree: 0.295 / 0.295
HOMO (spin up / spin down) in eV: -8.18 / -8.18

***

# 8
DFT (the ωB97M-V functional and the def2-TZVPD basis) results for a 2-piece molecular cluster, C5H7N3O2 overall.

CARTESIAN COORDINATES (ANGSTROEM)
1 C -1.387 -3.170 -2.351
2 C -2.690 -3.411 -2.038
3 C 0.320 1.309 -0.355
4 C 0.757 -0.151 -0.239
5 C -0.374 -1.113 -0.404
6 N -0.297 -3.053 -2.750
7 N -3.805 -3.573 -1.864
8 N -0.442 -2.213 0.203
9 O -1.285 -3.101 0.308
10 O 0.668 -2.509 0.994
11 H 1.260 1.819 -0.648
12 H -0.271 1.632 0.432
13 H -0.358 1.443 -1.207
14 H 1.122 -0.481 0.804
15 H 1.470 -0.286 -1.032
16 H -1.219 -0.838 -1.050
17 H 0.434 -3.044 1.752

SMILES string: CC/C=[N+](/[O-])O.N#CC#N
Frontier orbital gap in hartree: 0.349
HOMO in eV: -9.38

***

# 9
DFT (the ωB97M-V functional and the def2-TZVPD basis) results for the molecule C5H7N3O2S.

CARTESIAN COORDINATES (ANGSTROEM)
1 C -1.120 -1.226 0.239
2 C -2.719 -0.133 1.849
3 C 0.900 1.233 0.592
4 C 1.944 0.798 -0.504
5 C 0.333 -0.566 -1.429
6 N -2.204 -1.149 1.201
7 N -0.581 -0.199 -0.363
8 N -0.346 1.191 -0.105
9 O -1.011 -2.339 -0.184
10 O 1.660 -0.429 -1.114
11 S -1.706 1.340 1.441
12 H 0.935 0.485 1.453
13 H 1.214 2.200 0.975
14 H 1.786 1.561 -1.154
15 H 2.969 0.857 -0.185
16 H 0.292 -1.533 -1.754
17 H 0.227 0.016 -2.352
18 H -2.574 -2.107 1.393

Frontier orbital gap in hartree: 0.326
HOMO in eV: -9.47

***

# 10
DFT (the ωB97M-V functional and the def2-TZVPD basis) results for the molecule C5H7N3OS.

CARTESIAN COORDINATES (ANGSTROEM)
1 C -0.877 -0.943 -1.187
2 C -0.317 0.345 -1.385
3 C 0.008 -1.011 0.905
4 C 0.457 0.952 -0.247
5 C 0.125 -2.072 2.079
6 N -0.505 -1.692 -0.206
7 N 0.458 0.177 0.926
8 N -0.034 2.335 -0.024
9 O 0.039 2.480 -2.804
10 S -0.699 1.222 -2.788
11 H -1.477 -1.470 -1.921
12 H 1.524 0.992 -0.520
13 H -0.362 -1.806 2.997
14 H 1.179 -1.991 2.147
15 H -0.197 -3.046 1.752
16 H 0.237 2.566 0.932
17 H 0.442 2.960 -0.654

Frontier orbital gap (spin up / spin down) in hartree: 0.273 / 0.273
HOMO (spin up / spin down) in eV: -9.02 / -9.02

***

# 11
DFT (the ωB97M-V functional and the def2-TZVPD basis) results for the molecule C5H7N3OS.

CARTESIAN COORDINATES (ANGSTROEM)
1 C -3.693 0.872 -0.431
2 C -2.630 1.545 0.077
3 C -2.209 -0.595 0.050
4 C 0.139 -2.166 0.024
5 C 2.213 -1.184 -0.310
6 N -3.389 -0.483 -0.512
7 N -1.608 0.655 0.383
8 N -0.504 0.879 0.954
9 O 0.836 -1.167 -0.438
10 S -1.518 -2.109 0.290
11 H -4.600 1.205 -0.655
12 H -2.405 2.659 -0.026
13 H 0.598 -3.093 0.374
14 H 2.747 -1.016 0.773
15 H 2.688 -0.507 -1.080
16 H 2.449 -2.261 -0.590
17 H -0.333 1.838 1.201

Frontier orbital gap (spin up / spin down) in hartree: 0.209 / 0.305
HOMO (spin up / spin down) in eV: -6.34 / -7.83

***

# 12
DFT (the ωB97M-V functional and the def2-TZVPD basis) results for the molecule C5H7N3S.

CARTESIAN COORDINATES (ANGSTROEM)
1 C 2.736 0.245 -0.745
2 C 1.330 -0.263 -0.253
3 C -0.073 -1.439 0.753
4 C -0.782 -0.438 0.066
5 C -2.182 -0.037 0.021
6 H 3.517 -0.368 -0.124
7 H 2.964 0.168 -1.880
8 H 2.890 1.270 -0.437
9 H -0.511 -2.210 1.062
10 H -0.130 1.186 -1.012
11 H -1.834 1.363 1.429
12 H -3.531 1.357 1.095
13 N 1.225 -1.341 0.521
14 N 0.174 0.349 -0.474
15 N -2.522 0.938 0.873
16 S -3.270 -0.780 -0.894

SMILES string: Cc1ncc(C(N)=S)[nH]1
Frontier orbital gap in hartree: 0.318
HOMO in eV: -8.14

***

# 13
DFT (the ωB97M-V functional and the def2-TZVPD basis) results for the molecule C5H7N5O.

CARTESIAN COORDINATES (ANGSTROEM)
1 C 2.960 -0.612 0.010
2 C 0.589 0.045 0.023
3 C -0.176 2.193 0.045
4 C -1.814 0.492 0.098
5 C -0.758 -0.508 0.061
6 H 3.189 0.225 -0.746
7 H 3.309 -0.261 1.000
8 H 3.511 -1.449 -0.303
9 H 1.244 -1.835 0.101
10 H 0.070 3.253 0.088
11 H -3.709 0.875 -0.407
12 H -3.285 -0.792 -0.333
13 N 1.569 -0.868 -0.051
14 N 0.858 1.357 0.148
15 N -1.471 1.833 0.083
16 N -3.127 0.154 -0.034
17 N -0.902 -1.818 0.059
18 O -2.059 -2.283 0.156

SMILES string: CNc1ncnc(N)c1N=O
Frontier orbital gap in hartree: 0.299
HOMO in eV: -8.91

***

# 14
DFT (the ωB97M-V functional and the def2-TZVPD basis) results for C5H7NO as an isolated structure.

CARTESIAN COORDINATES (ANGSTROEM)
1 C -1.588 -1.296 -0.056
2 C -0.563 -0.121 -0.206
3 C -0.337 1.838 0.014
4 C 0.990 1.446 -0.015
5 C 0.811 -0.064 -0.049
6 H -2.145 -0.962 0.967
7 H -2.550 -1.317 -0.834
8 H -1.327 -2.265 0.209
9 H -0.491 2.860 -0.301
10 H 1.857 2.371 -0.026
11 H 1.821 -1.948 0.320
12 H 2.701 -0.575 0.362
13 N 2.054 -0.960 -0.253
14 O -1.233 0.993 -0.133

Frontier orbital gap in hartree: 0.338
HOMO in eV: -8.28

***

# 15
DFT (the ωB97M-V functional and the def2-TZVPD basis) results for the molecule C5H7NO.

CARTESIAN COORDINATES (ANGSTROEM)
1 O 3.088 -0.319 1.389
2 C 2.600 -0.497 0.069
3 C 1.151 -0.228 0.024
4 C 0.000 0.089 0.214
5 C -1.322 0.543 0.598
6 C -2.497 0.500 -0.310
7 N -2.429 -0.385 0.845
8 H 2.518 0.336 1.812
9 H 3.123 0.169 -0.636
10 H 2.832 -1.532 -0.217
11 H -1.288 1.349 1.327
12 H -2.364 0.075 -1.301
13 H -3.236 1.295 -0.241
14 H -2.175 -1.324 0.550

SMILES string: OCC#C[C@H]1CN1
Frontier orbital gap in hartree: 0.375
HOMO in eV: -9.37

***

# 16
DFT (the ωB97M-V functional and the def2-TZVPD basis) results for the molecule C5H7NO.

CARTESIAN COORDINATES (ANGSTROEM)
1 C 1.374 1.471 -0.213
2 C 0.993 0.177 0.524
3 C 0.125 -0.656 -0.315
4 C -0.908 -1.454 0.380
5 O -2.104 -1.470 -0.464
6 C -2.216 -0.335 -1.083
7 N -2.314 0.705 -1.594
8 H 1.780 1.234 -1.199
9 H 2.111 2.046 0.355
10 H 0.487 2.095 -0.363
11 H 1.896 -0.458 0.619
12 H 0.634 0.381 1.548
13 H -0.537 -2.489 0.428
14 H -1.247 -1.154 1.384

Frontier orbital gap (spin up / spin down) in hartree: 0.301 / 0.301
HOMO (spin up / spin down) in eV: -9.06 / -9.06

***

# 17
DFT (the ωB97M-V functional and the def2-TZVPD basis) results for the molecule C5H7NO.

CARTESIAN COORDINATES (ANGSTROEM)
1 C -0.881 2.268 -0.763
2 C 1.744 -0.327 0.253
3 C -0.943 -0.609 0.473
4 N -0.788 -1.931 0.158
5 C -0.096 1.287 -0.373
6 C 0.374 0.234 0.200
7 O -1.844 -0.226 1.198
8 H -1.556 -2.536 0.418
9 H -0.102 -2.241 -0.513
10 H -1.122 2.395 -1.812
11 H -1.146 3.060 -0.072
12 H 2.440 0.453 0.582
13 H 1.826 -1.147 0.973
14 H 2.096 -0.681 -0.721

SMILES string: C=C=C(C)C(N)=O
Frontier orbital gap in hartree: 0.371
HOMO in eV: -9.36

***

# 18
DFT (the ωB97M-V functional and the def2-TZVPD basis) results for the molecule C5H7NO.

CARTESIAN COORDINATES (ANGSTROEM)
1 C -1.753 0.118 0.419
2 N -0.335 -0.084 0.208
3 C 0.279 -1.239 -0.089
4 C 1.639 -0.856 -0.474
5 C 1.874 0.550 -0.246
6 C 0.610 0.933 0.133
7 O 0.125 2.172 0.411
8 H -2.202 0.768 -0.335
9 H -1.897 0.582 1.390
10 H -2.261 -0.842 0.402
11 H -0.208 -2.188 -0.071
12 H 2.419 -1.603 -0.615
13 H 0.809 -1.056 -1.428
14 H 0.899 2.744 0.294

Frontier orbital gap in hartree: 0.300
HOMO in eV: -7.54

***

# 19
DFT (the ωB97M-V functional and the def2-TZVPD basis) results for a 2-piece molecular cluster, C5H7NO overall.

CARTESIAN COORDINATES (ANGSTROEM)
1 C -1.980 -0.237 0.110
2 C -1.080 -1.431 -0.093
3 C 0.029 -1.419 -0.792
4 O 1.027 -1.449 -1.412
5 C 1.542 1.349 0.158
6 N 2.604 0.513 0.274
7 C 0.618 2.115 0.031
8 H -1.928 0.124 1.143
9 H -3.019 -0.503 -0.108
10 H -1.693 0.590 -0.543
11 H -1.319 -2.385 0.368
12 H 2.535 -0.300 -0.329
13 H 2.823 0.257 1.229
14 H -0.161 2.832 -0.093

SMILES string: CC=C=O.C#CN
Frontier orbital gap in hartree: 0.349
HOMO in eV: -8.76

***

# 20
DFT (the ωB97M-V functional and the def2-TZVPD basis) results for the molecule C5H7NO.

CARTESIAN COORDINATES (ANGSTROEM)
1 C -1.373 1.197 0.956
2 C 0.086 1.042 0.650
3 C 0.423 0.747 -0.637
4 C 0.981 -0.558 -0.590
5 N 0.887 -1.481 -1.659
6 C 1.220 -0.829 0.727
7 O 0.679 0.155 1.500
8 H -1.759 0.221 0.614
9 H -1.866 1.963 0.357
10 H -1.611 1.276 2.013
11 H 0.025 1.249 -1.511
12 H 0.301 -1.056 -2.374
13 H 0.345 -2.262 -1.298
14 H 1.660 -1.664 1.253

SMILES string: Cc1cc(N)co1
Frontier orbital gap in hartree: 0.320
HOMO in eV: -7.85

***

Relative energy (zero: lowest compared OMol25 entry of this formula, charge and spin): 798.4 628.7 240.0 183.0 577.6 1256.9 433.9 573.9 590.6 253.9 563.5 13.5 87.6 422.4 331.0 498.9 179.7 416.0 311.6 224.1 (kJ/mol)
F_max: 6.67 10.85 8.37 5.59 16.74 7.14 3.29 3.47 5.49 3.00 4.97 7.74 3.48 9.63 0.51 1.08 3.16 0.79 0.98 0.47 (eV Å⁻¹)
Energy: -9761.11294 -9762.87202 -9766.90052 -9767.49064 -9763.40087 -11803.36221 -11811.89270 -13858.24061 -24693.71287 -22649.03169 -22645.82264 -20602.83741 -14794.82920 -8831.82498 -8832.77175 -8831.03197 -8834.34058 -8831.89090 -8832.97339 -8833.88027 (eV)